Record 1
Computed, not measured: a molecular structure, C71H80N6O5ReSe, with ωB97M-V with the def2-TZVPD basis set.

Calculated values
Gap between HOMO and LUMO (spin up / spin down)   4.02 / 4.06 eV
2S+1   2
Charge   +2
Expectation value of S²   0.76
Lowest unoccupied orbital energy (spin up / spin down)   -6.73 / -6.58 eV
Electronic energy   -161566.9742 eV

Each line ends with the Löwdin spin population.
CARTESIAN COORDINATES (ANGSTROEM)
Re 0.26 0.19 -0.20  0.753
Se 4.59 0.50 1.92  0.000
O -0.22 -1.58 -1.64  0.012
O -1.90 -0.50 0.45  0.003
O 0.67 -1.30 0.91  0.087
O 3.94 5.90 -10.92  0.000
O 0.59 1.65 1.36  0.015
N 3.68 2.85 -5.17  -0.001
N 1.93 4.21 -5.14  0.000
N -0.10 1.92 -1.30  0.012
N 2.04 0.44 -1.17  0.005
N 5.77 -0.94 4.06  0.000
N 5.05 1.00 4.70  0.000
C -3.37 0.60 5.33  0.000
C 3.38 4.43 -7.09  0.000
C -2.53 -0.18 -0.48  0.006
C 2.95 2.51 -4.06  -0.002
C 2.84 -4.28 6.07  0.000
C -1.03 4.06 -1.83  -0.002
C 0.85 3.31 -3.08  0.000
C -5.60 4.41 -1.97  0.000
C 4.50 4.04 -7.82  0.000
C -2.94 -0.46 6.35  0.000
C 3.42 -5.67 4.10  0.000
C -3.10 -4.45 -0.52  0.000
C 6.01 -0.84 5.41  0.000
C 4.93 5.39 -11.79  0.000
C -4.01 2.41 -1.81  0.001
C 3.84 5.42 -9.67  0.000
C -6.27 2.25 -2.97  0.000
C 0.55 -1.90 -2.81  0.001
C -2.43 -2.45 -1.73  0.000
C -4.38 3.58 -3.96  0.000
C 6.11 -2.07 3.23  0.000
C -4.63 -6.14 -1.48  0.000
C -1.03 2.86 -1.10  0.015
C -5.07 3.15 -2.65  0.000
C 1.55 -2.60 4.15  0.000
C 1.48 2.77 1.39  0.001
C 4.49 2.33 4.69  0.000
C -0.07 0.55 3.38  -0.001
C -1.13 -2.59 -1.24  0.001
C 0.89 2.21 -2.21  0.013
C 3.13 1.52 -3.06  0.000
C 0.60 -3.89 0.16  0.001
C -2.82 -1.26 -2.57  -0.001
C -2.50 1.88 3.33  0.000
C -3.00 0.03 -1.72  -0.002
C 1.25 -0.18 3.43  0.000
C 4.73 4.52 -9.09  0.000
C -4.58 0.05 4.55  0.000
C -4.18 -5.46 -0.18  0.000
C 1.22 -4.39 2.60  -0.001
C -1.04 0.29 4.34  0.000
C -0.35 1.50 2.39  0.000
C -2.27 0.93 4.33  -0.001
C -1.80 -4.53 -0.04  0.000
C 1.63 -3.97 3.86  0.003
C 5.17 0.19 3.63  0.000
C 5.57 0.37 5.81  0.000
C -1.91 3.23 1.31  0.001
C -0.14 4.27 -2.85  0.011
C 4.26 -0.17 -1.80  0.000
C -3.71 -6.53 0.79  0.000
C 4.26 0.73 -2.84  -0.004
C 2.26 -4.96 4.83  0.000
C -3.39 -3.38 -1.36  0.000
C -5.37 -4.72 0.46  0.000
C 2.74 5.86 -8.93  0.000
C -3.78 1.86 6.09  0.000
C 2.51 5.37 -7.67  0.000
C 3.02 3.87 -5.81  0.000
C 0.85 -3.51 1.61  0.004
C 0.87 -2.12 1.89  0.008
C -3.65 1.13 -2.30  0.023
C 1.86 3.38 -4.07  0.001
C 1.23 -6.01 5.28  0.000
C -0.79 -3.63 -0.38  0.001
C 1.17 -1.67 3.19  0.006
C -1.56 2.19 2.36  0.000
C -2.15 2.63 -0.10  0.004
C 2.03 1.36 -2.18  0.002
C -3.43 3.06 -0.76  0.020
C 3.13 -0.29 -0.99  -0.004
H -5.03 0.81 3.92  0.000
H 1.72 -6.78 5.88  0.000
H -5.01 -5.43 -2.21  0.000
H -4.40 -3.24 -1.73  0.000
H -3.42 -6.10 1.75  0.000
H 4.02 -6.24 4.81  0.000
H 5.93 5.70 -11.48  0.000
H -3.76 -0.66 7.03  0.000
H -1.52 -5.34 0.62  0.000
H 3.60 -3.54 5.81  0.000
H 0.75 -6.49 4.43  0.000
H 1.33 -3.35 -0.45  0.000
H -6.14 -5.45 0.75  0.000
H 0.00 -2.60 -3.43  0.000
H -1.77 4.81 -1.59  0.000
H 1.70 -0.02 4.42  0.000
H 1.62 3.10 2.42  0.000
H 5.12 3.00 5.27  0.000
H -4.21 2.62 5.43  0.000
H -4.53 1.61 6.84  0.000
H -4.29 -0.79 3.93  0.000
H -3.77 -1.46 -3.07  0.000
H 4.06 -4.94 3.61  0.000
H -6.96 2.78 -3.61  0.000
H -6.41 4.82 -2.57  0.000
H 5.22 3.35 -7.39  0.000
H 0.71 -0.97 -3.36  0.000
H -2.06 -1.04 -3.32  0.000
H -4.52 -7.23 0.97  0.000
H 2.08 6.58 -9.38  0.000
H 3.48 2.33 5.12  0.000
H 1.51 -2.33 -2.54  0.000
H -2.82 3.73 1.63  0.000
H -2.87 -7.10 0.39  0.000
H 2.44 2.44 0.99  0.000
H 1.09 3.59 0.79  0.001
H -3.80 -6.68 -1.94  0.000
H 5.14 0.84 -3.47  0.000
H 5.57 0.83 6.78  0.000
H -2.09 -0.13 6.94  0.000
H -0.17 5.16 -3.47  0.001
H 1.25 -5.45 2.36  0.000
H 1.94 0.23 2.69  0.000
H 4.88 4.30 -11.84  0.000
H -5.34 -0.29 5.25  0.000
H -1.13 4.00 1.25  0.000
H 4.55 2.44 -5.46  0.000
H -2.92 2.30 6.61  0.000
H -4.84 5.19 -1.90  0.000
H -4.05 2.73 -4.55  0.000
H -5.07 4.17 -4.56  0.000
H 3.05 -6.36 3.34  0.000
H -5.05 -4.19 1.35  0.000
H 4.43 2.69 3.67  0.000
H -2.69 -1.40 5.86  0.000
H 5.13 -0.77 -1.58  0.000
H -3.45 2.39 3.30  0.000
H 2.07 -3.80 6.67  0.000
H -0.80 -0.44 5.10  0.000
H 0.80 -4.96 0.05  0.000
H 5.61 4.19 -9.63  0.000
H 5.20 -2.57 2.88  0.000
H -5.98 1.33 -3.49  0.000
H -6.00 4.20 -0.98  0.000
H 6.70 -2.77 3.81  0.000
H 3.32 -5.03 6.71  0.000
H -2.24 1.57 0.06  0.002
H -5.42 -6.86 -1.27  0.000
H 6.49 -1.63 5.96  0.000
H 1.83 -2.23 5.12  0.000
H -5.83 -4.01 -0.22  0.000
H 4.71 5.81 -12.77  0.000
H 1.66 5.69 -7.09  0.000
H 0.46 -5.55 5.90  0.000
H -6.79 1.97 -2.06  0.000
H -3.51 4.21 -3.75  0.000
H -3.99 0.90 -3.30  0.001
H 3.11 -0.99 -0.16  0.000
H -3.83 4.01 -0.43  0.001
H 6.68 -1.74 2.36  0.000


Record 2
Computed, not measured: a molecular structure, C72H116F12N17O27S12, with ωB97M-V with the def2-TZVPD basis set.

Calculated values
Gap between HOMO and LUMO   4.39 eV
ΔE to the lowest compared entry with this formula, charge and spin   152.2 kcal per mole
Charge   +5
Lowest unoccupied orbital energy   -11.80 eV
Electronic energy   -319735.7156 eV

Each line ends with the Mulliken charge.
CARTESIAN COORDINATES (ANGSTROEM)
S 22.62 23.39 15.55  1.014
S 14.39 17.92 15.84  0.976
S 16.30 23.10 19.66  0.771
S 15.79 16.01 17.35  0.736
S 21.30 18.84 12.98  0.673
S 15.38 21.28 17.60  1.080
S 19.59 19.57 24.07  0.950
S 22.12 19.93 22.91  1.110
S 19.05 19.36 11.22  0.864
S 23.64 23.75 18.20  1.028
S 17.88 11.97 16.18  0.883
S 20.39 11.12 17.28  0.796
F 22.30 19.50 21.19  -0.305
F 22.40 21.70 14.99  -0.357
F 19.08 17.91 9.95  -0.589
F 13.53 17.41 14.48  -0.379
F 21.38 17.16 13.66  -0.357
F 14.96 21.98 16.27  -0.258
F 20.71 11.82 18.93  -0.483
F 23.82 22.15 19.06  -0.406
F 16.99 15.13 16.50  0.068
F 18.75 18.04 23.83  -0.415
F 15.87 24.62 19.67  -0.330
F 16.77 12.40 17.37  -0.338
O 22.61 18.90 12.43  -0.724
O 17.73 23.53 13.48  -0.503
O 17.82 19.07 11.85  -0.397
O 21.28 23.80 15.62  -0.454
O 14.87 15.05 17.87  -0.757
O 21.40 11.75 16.53  -0.510
O 18.06 13.09 15.38  -0.605
O 22.55 24.31 18.83  -0.416
O 16.48 16.81 18.30  0.156
O 15.24 18.24 21.59  -0.126
O 23.19 19.20 23.40  -0.601
O 15.75 22.48 20.85  -0.546
O 22.11 21.35 22.94  -0.543
O 23.45 23.86 14.51  -0.682
O 17.36 10.78 15.57  -0.552
O 16.61 20.59 17.33  -0.431
O 11.77 14.79 11.75  -0.236
O 21.03 19.49 14.19  0.274
O 17.76 23.10 19.64  -0.597
O 20.44 9.67 17.54  -0.548
O 19.41 20.53 10.56  -0.436
O 19.95 19.51 25.38  -0.572
O 18.61 20.48 23.57  -0.501
O 15.15 18.93 15.26  -0.507
O 24.92 24.23 18.25  -0.525
O 14.26 20.58 18.18  -0.519
O 13.49 18.13 16.95  -0.574
N 26.75 16.05 11.68  0.240
N 26.94 11.03 12.34  0.018
N 17.40 15.11 20.88  0.345
N 20.04 21.35 19.38  1.444
N 20.17 18.61 12.07  -0.091
N 24.33 15.33 21.48  0.112
N 13.96 13.34 13.14  0.657
N 23.32 23.07 16.80  -0.202
N 12.73 19.26 23.03  0.231
N 19.09 11.79 17.17  0.061
N 23.86 19.07 17.22  0.421
N 21.45 14.73 10.14  0.138
N 15.27 16.69 15.98  0.005
N 20.66 19.22 23.02  -0.047
N 17.95 25.92 15.49  0.565
N 18.37 16.49 14.75  2.232
N 15.68 22.75 18.41  -0.238
C 19.02 23.05 13.18  0.412
C 15.13 11.41 12.04  -1.302
C 18.18 26.63 16.85  -0.541
C 18.05 18.60 15.63  -0.850
C 14.57 12.83 11.80  -0.395
C 14.87 13.15 14.39  -1.656
C 27.57 15.56 10.52  -0.855
C 25.55 11.71 10.63  -0.698
C 26.16 11.56 13.27  -0.190
C 21.70 13.58 9.54  -0.517
C 22.73 12.76 9.97  -0.651
C 16.16 27.64 14.82  -1.352
C 10.87 15.31 10.85  -0.914
C 24.00 17.80 17.21  -1.167
C 24.15 19.80 16.13  -0.187
C 18.09 14.37 19.99  -0.723
C 15.91 14.94 20.94  -0.878
C 21.61 15.31 20.99  0.719
C 19.66 20.13 19.80  -0.510
C 24.46 17.14 16.09  -0.633
C 20.14 21.65 18.11  -0.518
C 24.69 19.28 14.97  -0.864
C 25.82 15.24 21.69  -0.946
C 24.70 12.34 11.55  0.894
C 26.36 16.18 14.02  -1.039
C 13.69 18.99 24.21  -0.170
C 16.48 26.20 14.96  -0.180
C 25.89 17.07 11.47  -0.680
C 23.63 16.44 21.60  -0.453
C 19.48 19.39 17.57  1.150
C 17.33 23.42 14.86  -0.105
C 20.37 22.38 20.46  -0.828
C 23.34 19.72 18.41  0.084
C 19.84 20.68 17.17  -0.916
C 19.27 16.16 15.74  -0.881
C 23.73 14.22 20.99  -0.575
C 12.17 21.30 21.44  -1.071
C 17.99 16.02 21.66  -1.287
C 13.76 14.87 13.05  0.225
C 23.51 13.14 11.08  0.575
C 19.41 19.11 18.91  -1.442
C 27.07 15.66 12.94  -0.627
C 18.96 18.40 16.61  1.058
C 13.06 20.72 22.57  -0.428
C 23.19 14.31 11.67  -0.443
C 25.16 17.58 12.52  -0.609
C 28.09 10.22 12.77  -0.902
C 13.58 17.57 24.88  -1.259
C 11.31 19.11 23.57  -1.127
C 19.00 26.35 14.41  -0.917
C 19.37 16.11 21.71  -1.099
C 16.33 18.87 20.93  0.482
C 19.57 17.12 16.63  -1.104
C 20.35 15.61 9.63  -0.550
C 13.00 15.38 11.83  -1.049
C 19.45 14.41 20.04  -0.976
C 18.02 24.37 15.82  0.664
C 18.12 15.51 13.63  -0.702
C 25.39 17.18 13.83  1.100
C 19.50 26.27 17.59  -0.845
C 26.67 11.08 11.01  -0.536
C 12.85 18.21 21.79  -1.470
C 12.56 12.57 13.32  -0.439
C 22.38 14.14 20.77  -1.413
C 20.10 15.27 20.87  1.496
C 24.86 17.87 14.99  0.964
C 22.19 15.12 11.17  -0.664
C 17.70 17.65 14.73  -0.654
C 11.77 13.05 14.66  -1.074
C 25.01 12.21 12.89  -0.863
C 22.26 16.47 21.44  -0.133
C 14.04 18.39 20.85  0.694
H 19.73 15.18 15.75  0.519
H 22.74 19.06 19.03  -0.303
H 21.76 17.42 21.57  0.032
H 11.17 19.75 24.45  0.367
H 23.55 17.29 18.02  0.730
H 25.45 11.91 9.57  0.571
H 24.98 19.90 14.17  0.682
H 26.41 11.53 14.33  0.440
H 17.42 22.38 15.16  -0.281
H 15.34 27.92 14.17  0.404
H 24.18 20.04 18.97  0.572
H 13.76 12.87 11.05  0.403
H 14.07 19.36 20.32  -0.176
H 21.01 13.38 8.75  0.501
H 17.39 16.56 22.37  1.016
H 25.86 17.46 10.47  0.521
H 14.73 19.17 23.90  0.254
H 19.77 23.37 13.90  -0.005
H 17.55 13.62 19.44  0.788
H 12.81 16.45 11.82  0.619
H 20.07 16.34 10.38  -0.140
H 21.42 22.21 20.63  0.352
H 12.92 21.34 23.46  0.459
H 26.66 15.97 15.02  0.739
H 19.62 26.93 18.46  0.512
H 26.23 14.50 21.01  0.395
H 12.71 11.50 13.50  0.470
H 14.83 12.16 14.81  0.510
H 20.35 26.38 16.92  0.299
H 13.39 19.75 24.93  0.516
H 20.31 16.87 17.37  0.840
H 14.11 20.70 22.30  0.414
H 27.05 14.73 10.05  0.305
H 14.50 13.87 15.12  0.345
H 16.49 25.73 13.98  0.332
H 9.94 14.73 10.93  0.289
H 17.61 24.18 16.81  -0.017
H 15.72 14.29 21.77  0.379
H 14.39 10.60 12.02  0.360
H 27.96 15.07 13.08  0.529
H 11.12 18.08 23.84  0.431
H 27.84 9.18 12.57  0.416
H 13.63 15.20 10.93  0.291
H 11.09 21.21 21.64  0.317
H 27.36 10.58 10.35  0.528
H 12.77 17.18 22.16  0.517
H 10.99 12.32 14.91  0.434
H 24.36 12.57 13.67  0.863
H 23.68 14.60 12.60  0.297
H 28.10 10.32 13.86  0.296
H 24.22 17.25 21.99  0.720
H 18.26 14.50 13.97  0.403
H 21.92 16.07 11.58  0.669
H 19.83 16.67 22.48  1.216
H 17.11 17.93 13.89  0.581
H 14.73 15.37 13.11  -0.552
H 14.34 17.49 25.66  0.410
H 20.44 22.65 17.85  0.136
H 11.94 18.35 21.17  0.404
H 19.47 25.23 17.93  -0.113
H 11.19 15.25 9.83  0.368
H 19.77 22.11 21.35  0.202
H 13.96 17.60 20.06  0.107
H 10.56 16.33 11.11  0.323
H 15.52 14.43 20.06  0.314
H 19.70 20.96 16.13  0.657
H 27.64 16.36 9.81  0.406
H 22.87 11.80 9.51  0.663
H 17.09 15.64 13.28  0.032
H 15.73 11.12 11.19  0.468
H 24.15 20.89 16.28  0.409
H 20.05 13.67 19.53  0.463
H 28.49 15.26 10.99  0.320
H 15.90 13.46 14.21  0.462
H 19.27 23.33 12.16  0.431
H 12.35 22.35 21.20  0.417
H 16.28 23.65 14.81  0.346
H 11.37 14.04 14.50  0.300
H 19.07 18.14 19.23  0.304
H 19.94 25.86 14.61  0.266
H 13.31 15.13 14.00  0.526
H 21.98 13.18 20.50  0.760
H 12.60 17.33 25.27  0.368
H 24.40 13.38 20.93  0.541
H 11.92 12.84 12.48  0.452
H 16.92 28.27 14.37  0.314
H 17.61 19.58 15.43  -0.027
H 26.07 15.05 22.74  0.312
H 15.54 15.93 21.07  0.204
H 17.37 26.33 17.54  0.488
H 16.46 18.55 19.89  0.022
H 24.47 16.06 16.09  0.669
H 19.46 15.02 9.43  0.462
H 22.86 20.58 17.97  -0.323
H 12.49 13.16 15.47  0.269
H 15.33 13.56 11.55  0.403
H 12.31 20.74 20.50  0.142
H 20.07 23.34 20.10  0.222
H 19.01 27.44 14.38  0.405
H 18.99 21.93 13.20  -0.509
H 24.57 18.45 12.37  0.540
H 17.20 18.71 21.53  -0.629
H 15.95 28.12 15.77  0.387
H 10.57 19.44 22.85  0.442
H 15.76 11.33 12.92  0.297
H 18.64 25.96 13.46  0.367
H 19.08 24.13 15.94  -0.374
H 19.62 20.05 20.88  0.230
H 20.70 16.17 8.76  0.314
H 15.82 25.73 15.69  0.239
H 16.29 19.96 20.98  0.260
H 18.24 27.73 16.71  0.451
H 18.74 15.75 12.78  -0.165
H 13.75 16.78 24.15  0.285
H 26.22 16.22 21.44  0.379
H 29.03 10.50 12.33  0.364


So what do the calculations give for molecular weight? Going down the list: 1362.6 2264.6 g mol⁻¹.